(1)
ORCA calculation (the ωB97M-V functional and the def2-TZVPD basis) on a structure of composition C35H31Br3N6O10 in a non-equilibrium geometry.

Element x y z (Å)
N -13.5979 -5.1038 6.2598
C -14.5937 -4.2705 6.7363
C -15.6521 -4.2760 5.8147
C -15.2516 -5.1806 4.7448
C -14.0156 -5.6712 5.0126
H -12.8265 -5.3422 6.8666
H -14.4709 -3.8101 7.7055
H -16.5465 -3.6737 5.7530
H -15.7482 -5.3959 3.8102
H -13.3620 -6.3784 4.5236
C -13.8134 4.2576 10.2049
Br -15.0822 5.1975 11.5044
Br -13.5039 5.5335 8.7370
Br -14.7554 2.6163 9.5641
H -12.9240 4.0024 10.7811
C -6.3760 8.5050 9.3817
C -5.4206 9.1676 8.5495
C -5.0870 8.5485 7.4395
C -5.5785 7.2968 7.1162
C -6.4166 6.5690 7.9234
C -6.9601 7.2972 8.9701
N -5.0384 6.6781 5.9029
O -5.1396 5.4387 5.7993
O -4.5302 7.4529 5.0584
H -6.5860 9.0250 10.3047
H -5.0060 10.0942 8.9182
H -4.5241 9.1408 6.7331
H -6.8382 5.5922 7.7376
H -7.7092 6.7835 9.5544
C -23.2440 4.4996 10.5075
C -21.9627 4.0903 10.7936
C -21.8052 3.2345 11.8807
C -22.8696 2.9227 12.6703
C -24.1980 3.2758 12.3112
C -24.3934 4.1891 11.2695
N -22.6310 2.1573 13.9211
O -23.5595 2.1533 14.6683
O -21.5258 1.7387 14.1877
H -23.4356 5.2089 9.7159
H -21.1044 4.3488 10.1913
H -20.8402 2.7929 12.0809
H -25.0344 2.9844 12.9292
H -25.3767 4.5080 10.9565
C -11.2496 6.3504 21.1780
C -11.7551 5.4103 20.2882
C -11.1922 5.1779 19.0319
C -10.1474 5.9876 18.5617
C -9.6652 6.9943 19.4843
C -10.1562 7.1621 20.6792
N -9.7690 6.0258 17.1769
O -9.9378 5.1363 16.4644
O -9.2381 7.1068 16.8054
H -11.6136 6.3415 22.1948
H -12.5497 4.8037 20.6969
H -11.5141 4.2853 18.5161
H -8.7844 7.5770 19.2584
H -9.5343 7.8664 21.2118
C -9.8300 2.4249 2.4636
C -9.2622 2.4439 1.1469
C -9.0056 1.2263 0.5292
C -9.3931 0.0468 1.0519
C -10.0857 0.0005 2.2419
C -10.3060 1.1960 2.9521
N -9.1474 -1.1961 0.3925
O -9.5795 -2.2587 0.8799
O -8.4184 -1.1893 -0.5781
H -9.9267 3.3524 3.0085
H -8.9398 3.3126 0.5920
H -8.5687 1.2754 -0.4573
H -10.4712 -0.9681 2.5239
H -10.7814 1.0829 3.9151
C -19.0203 2.2067 2.8589
C -18.4296 3.4630 2.6220
C -18.9895 4.2876 1.5928
C -20.0589 3.7905 0.8323
C -20.6243 2.5026 1.1332
C -20.1247 1.7161 2.1907
N -20.5896 4.6659 -0.2243
O -21.5916 4.2262 -0.8183
O -19.9867 5.6773 -0.5028
H -18.5910 1.6153 3.6541
H -17.5514 3.8329 3.1304
H -18.4730 5.1946 1.3155
H -21.5649 2.2105 0.6900
H -20.5601 0.7776 2.5009

Cartesian forces, eV/Å:
N -1.33 -0.01 -0.79
C -0.82 -0.60 -1.35
C 1.54 -0.68 -0.34
C 0.01 0.70 0.32
C 1.11 0.51 2.37
H 0.00 -0.24 -0.61
H -0.12 0.13 -0.18
H 0.11 -0.05 0.48
H -0.29 0.11 0.20
H -0.19 0.15 -0.11
C -2.02 0.58 0.05
Br 1.07 -0.77 -0.78
Br 0.18 -0.93 0.78
Br 0.92 1.05 0.39
H -0.15 0.07 -0.44
C 0.41 0.46 -0.85
C -2.25 -0.38 4.15
C 0.93 0.21 -3.20
C 0.92 -0.90 -0.48
C -1.02 1.02 -0.24
C 0.82 0.25 1.53
N 0.52 -0.42 -1.58
O 0.32 2.41 -0.11
O -0.96 -2.05 1.48
H -0.62 -0.33 0.14
H 0.08 0.11 -0.40
H 0.44 -0.63 -0.31
H 0.47 -0.03 -0.44
H -0.09 0.29 0.31
C -1.24 1.50 -0.18
C -0.51 -0.78 0.36
C 1.01 0.08 -0.32
C -1.32 -0.46 -0.64
C 0.45 1.05 0.58
C 1.81 -1.81 0.04
N 0.58 1.08 -0.68
O -1.43 -0.58 1.27
O 0.23 -0.26 -0.50
H 0.31 -0.01 -0.37
H -0.13 0.11 -0.10
H 0.08 0.16 0.32
H 0.13 -0.19 0.09
H 0.04 0.09 0.13
C 1.37 0.47 -1.64
C 0.45 0.41 1.33
C 0.83 0.07 -0.57
C -1.60 0.96 2.91
C 1.33 -1.58 -4.85
C -1.85 -0.61 3.95
N 2.45 5.19 1.35
O -1.15 -4.17 -2.52
O -0.71 -1.26 0.72
H 0.00 0.48 -0.01
H -0.08 -0.36 -0.45
H -0.18 0.28 -0.58
H -0.13 0.02 -0.65
H -0.74 0.10 1.01
C 0.15 -0.57 -1.74
C -0.18 -1.02 1.64
C 0.41 1.93 -1.67
C -1.19 -0.39 1.58
C -0.37 0.73 0.25
C 0.70 -0.46 -0.32
N 0.75 -2.83 -0.20
O 0.10 1.74 -0.42
O -0.17 0.36 -0.25
H -0.18 -0.06 0.13
H -0.13 0.34 0.47
H 0.20 -0.29 -0.01
H 0.02 0.13 0.47
H -0.10 0.39 0.06
C 1.18 0.74 0.96
C -1.68 0.19 -1.87
C 0.63 -1.71 0.40
C 0.49 -1.09 1.74
C -0.25 1.11 0.53
C 0.23 1.60 -1.23
N -1.21 -1.68 -1.07
O 1.27 1.02 0.76
O -0.33 -0.03 0.15
H 0.05 -0.16 0.10
H -0.07 -0.25 0.24
H -0.34 0.20 0.05
H 0.18 0.03 -0.50
H -0.14 0.02 -0.28

The value obtained for the HOMO energy is -8.411 eV. As for the LUMO energy: -0.805 eV. The charge is 0. The spin multiplicity is 1.



(2)
ORCA calculation (the ωB97M-V functional and the def2-TZVPD basis) on a structure of composition C35H31BrClN3O6PS4W in a non-equilibrium geometry.

Element x y z (Å)
W 0.5628 0.8625 -1.0512
C 2.3640 3.4962 2.0345
C 2.2014 2.8240 0.6990
N 1.2695 1.9567 0.4958
N 1.8716 0.2200 1.9411
C 2.3912 -0.6362 1.1494
S 1.9681 -1.0043 -0.5260
S 3.7418 -1.6537 1.6991
C 3.7441 -1.3232 3.4848
C 2.9163 -2.2856 4.2921
C 1.5367 -2.3670 4.0961
C 0.7742 -3.2471 4.8434
C 1.3730 -4.0610 5.7976
C 2.7416 -3.9889 5.9963
C 3.5067 -3.1046 5.2453
C 3.1707 3.1050 -0.3630
C 4.2512 3.9714 -0.1364
C 5.2628 4.1364 -1.0568
C 5.2198 3.4159 -2.2492
C 4.1755 2.5580 -2.5023
C 3.1344 2.3885 -1.5725
O 2.1462 1.5866 -1.9395
H 3.1420 3.0209 2.6361
H 1.4289 3.4754 2.5814
H 2.6332 4.5421 1.8968
H 3.3746 -0.3031 3.5952
H 4.7868 -1.3528 3.8009
H 1.0753 -1.7372 3.3471
H -0.2945 -3.3022 4.6778
H 0.7737 -4.7506 6.3786
H 3.2188 -4.6228 6.7334
H 4.5785 -3.0527 5.4010
H 4.3085 4.5144 0.7956
H 6.0828 4.8101 -0.8467
H 6.0078 3.5322 -2.9836
H 4.1137 1.9992 -3.4270
C -0.0416 1.4641 2.7335
C 0.7121 0.9736 1.5084
O -0.1818 0.2985 0.7135
H -0.4890 0.5703 3.1705
H -0.8385 2.1474 2.4395
H 0.6061 1.9216 3.4773
O 0.2735 3.1293 -1.9323
Cl -1.1200 3.3360 -1.4962
O -1.1910 4.2824 -0.4376
O -1.9480 3.6933 -2.5880
O -1.4652 1.9769 -0.9992
Br -1.9729 1.3531 -6.5657
C -0.5250 0.7079 -5.5417
C 0.5508 0.1015 -6.1579
C 1.6091 -0.3242 -5.3691
C 1.5517 -0.1039 -4.0075
N 0.4981 0.4709 -3.4237
C -0.5377 0.8593 -4.1629
H 0.5603 -0.0318 -7.2314
H 2.4715 -0.8150 -5.7974
H 2.3628 -0.3978 -3.3555
H -1.3947 1.2936 -3.6638
S -3.8062 0.3812 -3.2920
P -3.1293 -0.6616 -1.7732
S -1.1232 -1.0450 -1.5229
C -3.7183 -2.3947 -1.8936
C -3.9002 -3.1790 -0.7587
C -4.3090 -4.4989 -0.8768
C -4.5313 -5.0483 -2.1313
C -4.3473 -4.2713 -3.2660
C -3.9465 -2.9494 -3.1474
C -3.8847 -0.0916 -0.2107
C -5.1651 0.4554 -0.2568
C -5.8051 0.8404 0.9099
C -5.1648 0.6914 2.1337
C -3.8868 0.1573 2.1820
C -3.2465 -0.2379 1.0145
H -3.7201 -2.7579 0.2222
H -4.4518 -5.0996 0.0130
H -4.8487 -6.0799 -2.2234
H -4.5206 -4.6945 -4.2479
H -3.8196 -2.3275 -4.0249
H -5.6438 0.5922 -1.2183
H -6.7994 1.2670 0.8638
H -5.6590 1.0012 3.0468
H -3.3772 0.0542 3.1325
H -2.2404 -0.6330 1.0483

Cartesian forces, eV/Å:
W -0.88 -0.82 -1.75
C -0.02 0.01 0.00
C -0.09 0.11 -0.02
N 0.74 -0.09 0.91
N 0.11 -0.57 -0.06
C -0.16 0.13 -0.13
S 0.31 0.11 0.31
S -0.04 0.01 0.05
C 0.01 0.03 0.00
C -0.05 0.04 -0.06
C 0.08 -0.01 0.02
C -0.04 0.00 -0.01
C 0.00 -0.03 0.03
C 0.01 0.00 0.01
C 0.02 -0.01 0.02
C -0.15 -0.09 0.20
C 0.01 0.00 -0.03
C -0.02 -0.01 0.02
C 0.07 0.02 -0.06
C -0.12 0.00 0.10
C 0.02 0.08 -0.36
O 0.73 0.11 0.23
H 0.01 -0.04 -0.02
H 0.03 -0.01 0.00
H -0.01 0.01 0.00
H 0.01 -0.01 0.00
H 0.00 -0.02 -0.01
H -0.03 0.01 -0.01
H 0.00 0.00 0.00
H 0.00 0.00 0.00
H 0.00 0.00 0.00
H 0.00 0.00 0.00
H 0.00 0.01 0.01
H 0.01 0.00 -0.01
H 0.00 0.00 0.00
H 0.00 -0.01 0.00
C 0.10 0.21 -0.08
C -0.20 0.64 0.27
O 0.01 0.22 0.01
H -0.03 0.00 0.00
H 0.02 0.01 -0.03
H 0.00 -0.07 0.02
O -0.48 0.30 0.00
Cl 0.26 -0.48 0.15
O 0.02 0.02 0.03
O -0.07 0.04 -0.07
O -0.21 0.36 0.03
Br 0.03 -0.03 0.03
C 0.01 -0.01 0.05
C 0.03 -0.02 -0.11
C -0.07 0.04 0.05
C -0.09 -0.08 -0.04
N -0.01 0.03 0.48
C 0.07 0.12 -0.11
H 0.00 0.00 0.00
H -0.01 0.00 -0.04
H -0.02 0.04 0.04
H 0.04 -0.01 0.05
S 0.02 0.05 -0.09
P 0.09 -0.06 0.04
S -0.14 -0.33 -0.07
C -0.01 0.00 0.03
C 0.03 0.02 0.02
C 0.00 0.00 0.01
C 0.00 -0.02 -0.01
C -0.01 -0.04 -0.01
C -0.01 0.05 -0.02
C -0.03 0.03 -0.02
C 0.00 0.02 -0.05
C 0.02 0.00 0.04
C -0.03 0.02 0.00
C 0.03 -0.01 0.03
C 0.06 -0.02 0.00
H 0.00 0.00 0.00
H 0.00 0.00 0.00
H 0.00 0.00 0.00
H 0.00 0.00 0.00
H 0.00 0.01 0.00
H 0.01 -0.01 0.00
H 0.00 0.00 0.00
H 0.00 0.00 0.00
H 0.00 0.00 0.00
H 0.04 0.01 -0.02

The value obtained for the HOMO energy (spin up / spin down) is -4.375 / -4.376 eV. As for the LUMO energy (spin up / spin down): 2.378 / 2.378 eV. The charge is -1. The spin multiplicity is 1.



(3)
ORCA calculation (the ωB97M-V functional and the def2-TZVPD basis) on a structure of composition C35H31F5N3O2 in a non-equilibrium geometry.

Element x y z (Å)
C -0.6155 1.3712 5.2742
N 0.0608 0.4962 4.3446
C -0.4957 -0.6855 3.9406
O -1.5020 -1.2055 4.4139
C 0.4117 -1.2621 2.8489
C -0.3189 -1.2684 1.5084
C -1.4149 -2.2857 1.5531
C -2.7645 -1.9421 1.6418
F -3.1189 -0.6323 1.5905
C -3.7538 -2.9009 1.8442
F -5.0473 -2.5378 1.9620
C -3.3960 -4.2477 1.9477
F -4.3377 -5.1795 2.1837
C -2.0594 -4.6263 1.8099
F -1.6975 -5.9237 1.9150
C -1.1038 -3.6415 1.5934
F 0.2032 -4.0151 1.4679
N 1.5809 -0.3880 2.9342
C 2.7233 -0.7098 2.3053
C 3.7487 0.2070 2.0454
C 5.0323 -0.0677 1.6612
C 5.9209 1.0027 1.2933
C 6.9112 0.8442 0.2862
C 7.8139 1.8546 -0.0240
C 7.7006 3.1130 0.5834
C 6.6934 3.3299 1.5327
C 5.8422 2.2959 1.9084
C 1.2750 0.8791 3.6341
C 0.9717 2.0089 2.6405
C 2.3549 1.3233 4.6288
H -1.5343 0.8853 5.6106
H 0.0259 1.5731 6.1396
H -0.8634 2.3305 4.8006
H 0.6893 -2.2946 3.1136
H -0.7479 -0.2759 1.3134
H 0.3974 -1.5166 0.7135
H 2.7953 -1.7453 1.9540
H 3.4662 1.2640 2.1498
H 5.4954 -1.1662 1.8586
H 6.9346 -0.0987 -0.2643
H 8.5993 1.6630 -0.7582
H 8.3823 3.9172 0.3113
H 6.5733 4.3150 1.9864
H 5.1079 2.4538 2.7022
H 0.0978 1.7528 2.0269
H 0.7621 2.9311 3.1976
H 1.8231 2.1883 1.9780
H 2.4900 0.5523 5.3991
H 3.3100 1.4942 4.1270
H 2.0390 2.2612 5.1041
C 2.1959 -6.2691 1.7031
C 2.6892 -6.0410 2.9942
C 3.7017 -5.1074 3.1949
C 4.2320 -4.3770 2.1138
C 5.1865 -3.2752 2.4446
C 5.6679 -2.3102 1.4161
N 7.1277 -2.4420 1.2583
C 7.9293 -2.2877 2.3563
C 9.2953 -2.1253 2.2234
C 9.8636 -2.0188 0.9530
C 9.0275 -2.1550 -0.1581
C 7.6798 -2.4055 0.0084
O 5.5600 -3.1497 3.6202
C 3.8080 -4.6923 0.8110
C 2.7777 -5.6115 0.6135
H 1.3618 -6.9559 1.5475
H 2.2709 -6.5803 3.8455
H 4.0741 -4.9153 4.2019
H 5.1742 -2.4126 0.4509
H 7.4374 -2.3497 3.3200
H 9.8797 -2.0752 3.1372
H 10.9280 -1.8354 0.8348
H 9.4088 -2.0543 -1.1720
H 6.9751 -2.5510 -0.8111
H 4.2786 -4.1997 -0.0393
H 2.4162 -5.8072 -0.3972

Cartesian forces, eV/Å:
C 0.14 0.44 0.27
N -0.36 -0.67 -0.33
C -0.52 -0.40 1.08
O 1.21 0.66 -0.94
C -0.30 -0.49 1.04
C 0.11 0.42 -0.47
C -0.52 -0.44 -0.15
C 0.00 0.32 0.18
F 0.21 -0.92 0.06
C -0.40 0.08 0.01
F 0.96 -0.28 -0.08
C -0.27 -0.25 0.06
F 0.68 0.68 -0.22
C 0.03 -0.31 0.08
F -0.28 0.89 -0.14
C 0.27 -0.19 0.09
F -0.82 0.25 0.12
N 1.27 -0.68 -1.32
C -0.99 0.23 1.03
C 0.20 0.83 -0.28
C -0.93 3.35 1.73
C 0.69 1.80 -0.60
C -0.39 -0.31 0.59
C -0.19 0.31 0.04
C -0.22 -0.38 0.03
C 0.13 -0.18 -0.04
C -0.04 -0.71 -0.37
C -0.20 0.78 0.11
C -0.10 0.00 -0.18
C 0.01 -0.41 0.07
H 0.22 0.02 -0.14
H -0.20 -0.07 -0.08
H -0.03 -0.22 0.08
H 0.03 0.36 -0.02
H 0.18 -0.28 -0.08
H -0.16 0.11 0.10
H -0.16 0.24 0.12
H 0.09 -0.45 -0.36
H -0.68 1.16 -0.40
H 0.16 0.34 0.21
H -0.31 0.13 0.16
H -0.16 -0.21 0.09
H 0.10 -0.31 -0.07
H 0.26 0.05 -0.25
H 0.22 0.12 0.15
H 0.03 -0.23 -0.22
H -0.24 0.11 0.11
H 0.02 0.22 -0.16
H -0.20 0.03 0.22
H 0.09 -0.30 -0.14
C 0.27 0.17 0.00
C 0.04 0.03 -0.28
C -0.22 0.06 -0.05
C -0.56 -0.21 0.03
C 0.40 -0.07 0.66
C 2.15 -6.44 -0.60
N -0.67 1.09 0.16
C 0.16 -0.27 -0.30
C -0.14 -0.14 -0.31
C -0.25 -0.02 0.12
C 0.00 -0.06 -0.03
C -0.09 0.03 0.42
O -0.09 0.01 -0.84
C -0.10 0.23 0.38
C -0.01 -0.12 0.06
H 0.30 0.18 0.03
H 0.12 0.15 -0.26
H -0.10 0.06 -0.34
H 0.23 0.10 -0.02
H -0.07 0.13 -0.22
H 0.00 0.10 -0.25
H -0.22 -0.04 -0.02
H -0.02 -0.16 0.24
H 0.34 0.07 0.22
H -0.24 -0.14 0.11
H 0.13 0.01 0.30

The value obtained for the HOMO energy is -9.588 eV. As for the LUMO energy: -4.095 eV. The charge is +1. The spin multiplicity is 1.



Number 1: E_tot -10154.68261 Eh. Number 2: E_tot -7003.43206 Eh. Number 3: E_tot -2166.01560 Eh.